#a
# C11H14N2O

A cluster of 2 separate species, C11H14N2O in total (wB97M-V/def2-TZVPD, the Open Molecules 2025 dataset).

XYZ file:
```
28
Properties=species:S:1:pos:R:3:nbo_charge:R:1
O 2.33316 2.63673 1.97700 -0.622
N 0.40734 2.98276 0.87140 -0.846
N 0.77628 -0.51140 -2.45313 -0.558
C 1.16450 -2.64907 0.56400 -0.642
C -1.39581 -0.84028 0.36508 -0.199
C 0.64411 0.93468 2.20614 -0.741
C 1.47689 -1.41572 -1.66245 -0.006
C -0.39841 -0.98038 -0.61269 -0.118
C -0.43333 -0.23191 -1.78244 0.199
C 0.91215 -1.58066 -0.44964 -0.097
C 1.22188 2.23025 1.70260 0.678
C -1.55437 0.53880 -2.10571 -0.260
C -2.44144 0.03616 0.14072 -0.249
C -2.51454 0.72559 -1.09491 -0.218
H 1.65594 -2.12891 1.40188 0.223
H -3.33331 1.35859 -1.33012 0.213
H -1.40289 -1.50601 1.19534 0.217
H -3.24001 0.11815 0.86592 0.218
H 0.34812 -3.28780 0.90521 0.222
H -1.80616 0.83591 -3.10037 0.219
H 0.92788 3.74263 0.39977 0.407
H 1.77823 -3.40018 0.05464 0.223
H 1.19387 -0.24128 -3.31927 0.415
H -0.00266 1.06402 3.07575 0.240
H 2.43284 -1.70258 -2.09501 0.206
H 1.61224 0.36459 2.35663 0.243
H 0.00362 0.44783 1.43621 0.237
H -0.36615 2.45952 0.48746 0.397
```

orbital gap	0.328	hartree
multiplicity	1
HOMO level	-8.175	eV
E_LUMO	0.8	eV
SMILES string	Cc1c[nH]c2ccccc12.CC(N)=O



#b
# C11H14N2O

A cluster of 2 separate species, C11H14N2O in total (wB97M-V/def2-TZVPD, the Open Molecules 2025 dataset).

XYZ file:
```
28
Properties=species:S:1:pos:R:3:nbo_charge:R:1
O -2.52107 -1.07235 -4.21502 -0.683
N 2.48980 1.81488 1.00908 -0.460
N 1.15584 3.48350 0.51357 -0.518
C 2.07692 2.61405 0.06737 0.166
C -1.91397 -1.34967 -3.01270 0.286
C -1.64221 -2.69189 -2.72724 -0.251
C 1.97765 1.52496 3.46256 -0.647
C -0.90125 -2.05702 -0.50322 -0.042
C -0.97711 -2.98502 -1.55727 -0.186
C -1.72592 -0.40357 -2.03941 -0.287
C -1.30378 -0.76527 -0.75172 -0.194
C 0.95482 3.20516 1.84810 -0.131
C -0.34005 -2.58469 0.79414 -0.625
C 1.82369 2.19819 2.14391 0.091
H 0.28682 3.70030 2.53270 0.216
H 2.41778 2.56112 -0.94859 0.196
H -0.67115 -3.59671 1.01876 0.214
H -1.37281 -0.11545 0.11833 0.214
H 1.07429 1.03191 3.80850 0.219
H 0.74089 -2.52800 0.75995 0.224
H 0.58285 4.14137 0.01002 0.416
H 2.76391 0.76063 3.36625 0.232
H -0.65705 -4.00631 -1.40526 0.206
H -1.87501 0.65606 -2.20599 0.208
H -2.29311 -0.18979 -4.53286 0.479
H -1.86024 -3.48915 -3.42869 0.224
H -0.69937 -2.01388 1.64121 0.212
H 2.40884 2.15665 4.23354 0.219
```

orbital gap	0.332	hartree
multiplicity	1
HOMO level	-8.391	eV
E_LUMO	0.6	eV
SMILES string	Cc1ccc(O)cc1.Cc1c[nH]cn1



Computed energies relative to the best structure, in kJ/mol: #a 0.0; #b 21.7



#a
# C17H25N3O4S

The molecule C17H25N3O4S (wB97M-V/def2-TZVPD, the Open Molecules 2025 dataset).

XYZ file:
```
50
Properties=species:S:1:pos:R:3:nbo_charge:R:1
S -2.85308 0.67940 -0.82237 0.184
O 1.76919 3.60990 5.87220 -0.662
O 1.91398 -0.26935 -2.04018 -0.622
O -0.67903 -3.07321 -4.20768 -0.661
O 1.18316 -2.53983 0.61603 -0.620
N -0.19585 -0.67173 -1.57367 -0.617
N 0.25641 -0.53124 1.02904 -0.637
N 0.98976 -3.01903 -2.66681 -0.599
C 1.68170 3.13816 4.57468 0.314
C -0.68248 -1.13949 -2.90058 -0.119
C 2.80578 2.59578 3.88824 -0.300
C -0.08241 -2.51633 -3.29441 0.667
C -3.71430 2.18714 -1.12032 -0.762
C -0.31576 -2.46640 2.41818 -0.704
C 1.01893 -0.25031 -1.26085 0.679
C 0.41246 3.34453 3.80517 -0.255
C 1.63923 -4.29946 -2.99813 -0.424
C 1.15570 0.22051 0.19210 -0.137
C 0.34105 3.02590 2.42252 -0.192
C -2.23450 -1.21927 -2.90923 -0.411
C 0.51893 -1.83918 1.32222 0.690
C 2.64226 2.16664 2.52785 -0.165
C -3.01420 0.08415 -2.49648 -0.524
C 1.14145 1.76521 0.41410 -0.403
C 1.38533 2.32683 1.86527 -0.064
H 0.18557 -2.46622 3.39867 0.240
H -2.56288 -1.52995 -3.90116 0.260
H 2.10133 -0.06292 0.60372 0.217
H 2.71618 -4.04019 -3.12254 0.207
H -0.51816 3.39685 1.83254 0.220
H 3.37646 1.66717 2.04286 0.207
H -0.63702 -3.46148 2.09078 0.240
H -0.45016 -0.02475 1.44590 0.404
H 1.81179 2.22319 -0.25794 0.234
H -2.70553 0.90367 -3.09099 0.202
H -2.59645 -2.07130 -2.27380 0.215
H -1.21871 -1.89655 2.47763 0.211
H 2.64717 3.75341 6.04816 0.475
H -4.07951 0.02512 -2.64327 0.217
H 1.23848 -4.87841 -3.88595 0.237
H 3.67332 2.30781 4.38243 0.213
H -3.41171 2.88997 -0.33650 0.232
H -0.27207 -0.47763 -3.61881 0.231
H -0.31970 4.01393 4.13558 0.216
H 1.37361 -2.60408 -1.84275 0.425
H -4.81226 2.04916 -1.13706 0.216
H 1.43563 -4.88683 -2.08800 0.204
H -0.72309 -0.83821 -0.80210 0.394
H 0.10322 2.06221 -0.04744 0.208
H -3.43927 2.63668 -2.06688 0.217
```

orbital gap	0.333	hartree
multiplicity	1
HOMO level	-8.596	eV
E_LUMO	0.5	eV
SMILES string	CNC(=O)[C@@H](CCSC)NC(=O)[C@@H](Cc1ccc(O)cc1)NC(C)=O



#b
# C17H25N3O4S

The molecule C17H25N3O4S (wB97M-V/def2-TZVPD, the Open Molecules 2025 dataset).

XYZ file:
```
50
Properties=species:S:1:pos:R:3:nbo_charge:R:1
S 4.35689 -0.26745 -0.92295 2.308
O -7.13224 0.75855 -0.50108 -0.522
O 4.06961 0.06100 -2.28780 -0.936
O 5.68153 -0.71555 -0.59231 -0.944
O -1.33120 -2.96253 -0.51120 -0.618
N 3.85904 1.04353 0.02195 -0.663
N -0.99750 -0.73783 -0.70309 -0.603
N -4.47059 0.33371 0.33006 -0.446
C 0.88208 -2.15550 -0.20067 -0.066
C 2.62508 -3.49538 0.80406 -0.215
C 3.57848 -2.58501 0.37262 -0.170
C -4.81690 1.48501 -0.48175 -0.252
C -0.58125 -2.00653 -0.48148 0.641
C 5.42711 2.87172 0.19012 -0.428
C -3.06313 0.02916 0.40223 -0.207
C 5.75927 1.77937 1.21523 -0.427
C 4.44124 1.01374 1.35079 -0.234
C 1.84276 -1.25330 -0.64491 -0.190
C 1.28973 -3.28036 0.51550 -0.158
C 3.17138 -1.48104 -0.34983 -0.330
C -6.28026 1.83827 -0.20306 -0.070
C -2.38883 -0.42087 -0.91383 -0.254
C -6.77596 -0.37865 0.25102 -0.071
C 4.16912 2.35229 -0.53705 -0.242
C -5.32592 -0.78732 -0.01610 -0.254
H 6.10437 2.18322 2.16472 0.215
H -4.17765 2.32560 -0.20418 0.202
H -2.46338 0.36364 -1.67103 0.195
H -6.89889 -0.16840 1.32395 0.165
H 6.51350 1.10191 0.81669 0.231
H -5.23051 -1.07018 -1.07736 0.170
H 0.53231 -3.98240 0.83104 0.240
H -4.70272 1.28568 -1.56087 0.167
H -6.60642 2.66885 -0.83142 0.192
H 4.63063 -2.72080 0.56870 0.243
H 3.31155 3.00859 -0.36113 0.197
H 4.57438 -0.02033 1.66442 0.221
H 5.21051 3.81763 0.68639 0.207
H -6.38494 2.11491 0.85692 0.165
H -2.86640 -1.33200 -1.27937 0.233
H -0.36410 0.02735 -0.53920 0.395
H 4.30723 2.23715 -1.61120 0.239
H -7.46439 -1.17056 -0.04781 0.193
H 2.92510 -4.37096 1.35909 0.224
H -5.06085 -1.64402 0.60500 0.211
H -2.93617 -0.77109 1.13724 0.204
H 3.75465 1.51775 2.03814 0.198
H 6.25011 3.02905 -0.50342 0.220
H 1.60468 -0.39206 -1.24926 0.235
H -2.55218 0.92245 0.77743 0.187
```

orbital gap	0.328	hartree
multiplicity	1
HOMO level	-8.563	eV
E_LUMO	0.4	eV
SMILES string	O=C(NCCN1CCOCC1)c1cccc(S(=O)(=O)N2CCCC2)c1



Computed energies relative to the best structure, in kJ/mol: #a 20.6; #b 0.0



#a
# H6NO

A cluster of 2 separate species, H6NO in total (wB97M-V/def2-TZVPD, the Open Molecules 2025 dataset).

XYZ file:
```
8
Properties=species:S:1:pos:R:3:nbo_charge:R:1
O 0.82682 -0.94992 -0.50980 -0.908
N -0.61932 0.68405 0.13336 -0.862
H -0.59581 1.43456 -0.58332 0.453
H 0.24291 0.11048 0.06248 0.418
H 1.05137 -1.90679 -0.46261 0.540
H 1.21867 -0.56268 0.30552 0.466
H -0.67531 1.10924 1.07862 0.440
H -1.44936 0.08103 -0.02424 0.454
```

orbital gap	0.501	hartree
net charge	+1
multiplicity	1
HOMO level	-17.916	eV
E_LUMO	-4.3	eV



#b
# H6NO

A cluster of 2 separate species, H6NO in total (wB97M-V/def2-TZVPD, the Open Molecules 2025 dataset).

XYZ file:
```
8
Properties=species:S:1:pos:R:3:nbo_charge:R:1
O 0.34936 -1.43624 0.47117 -0.984
N -0.26186 1.06496 -0.37372 -0.874
H 0.08121 -2.29271 0.10967 0.508
H -0.68357 1.37415 -1.24607 0.447
H 0.01323 0.05620 -0.38959 0.489
H 0.58730 1.61292 -0.24845 0.447
H 0.81974 -1.67348 1.28953 0.513
H -0.90540 1.29421 0.38747 0.453
```

orbital gap	0.475	hartree
net charge	+1
multiplicity	1
HOMO level	-16.945	eV
E_LUMO	-4.0	eV



Computed energies relative to the best structure, in kJ/mol: #a 150.5; #b 0.0



#a
# CH2NO2S3

The ion CH2NO2S3 with charge -1 (wB97M-V/def2-TZVPD, the Open Molecules 2025 dataset).

XYZ file:
```
9
Properties=species:S:1:pos:R:3:nbo_charge:R:1
S -1.64535 0.19734 -0.08569 2.116
S 1.37846 1.38148 0.23634 -0.183
S 2.27401 -1.35515 -0.15934 0.100
O -2.67174 -0.39418 -0.92990 -0.983
O -2.04507 0.50387 1.28226 -0.989
N -0.44858 -0.81688 -0.18690 -0.942
C 1.03474 -0.20857 0.12503 -0.182
H -1.02025 1.29654 -0.64035 -0.046
H 3.14378 -0.60444 0.35855 0.107
```

orbital gap	0.283	hartree
net charge	-1
multiplicity	1
HOMO level	-4.654	eV
E_LUMO	3.0	eV
SMILES string	O=[S@H]([O-])=NC(=S)S



#b
# CH2NO2S3

The ion CH2NO2S3 with charge -1 (wB97M-V/def2-TZVPD, the Open Molecules 2025 dataset).

XYZ file:
```
9
Properties=species:S:1:pos:R:3:nbo_charge:R:1
S -1.98611 1.88311 -0.05537 -0.143
S 1.90599 -0.07083 -0.44355 1.650
S -1.43206 -1.13875 -0.40537 -0.414
O 2.81734 0.49862 0.48156 -0.950
O 1.42810 -1.66601 0.05725 -0.957
N 0.44470 0.72320 -0.18541 -0.863
C -0.76511 0.39500 -0.26021 0.055
H 0.56508 -1.76274 0.35126 0.491
H -2.97793 1.13839 0.45985 0.129
```

orbital gap	0.279	hartree
net charge	-1
multiplicity	1
HOMO level	-4.311	eV
E_LUMO	3.3	eV



Computed energies relative to the best structure, in kJ/mol: #a 114.8; #b 0.0